Record 1
{"formula": "C17H62NO14", "method": "the ωB97M-V functional and the def2-TZVPD basis", "largest_force_ev_per_a": 0.82, "total_charge": -1, "energy_ha": -1792.67655, "lumo_energy_ev": 2.0346, "e_above_lowest_kcal_mol": 0.0, "elements": ["C", "C", "C", "N", "H", "H", "H", "H", "H", "H", "C", "O", "H", "H", "H", "H", "C", "O", "H", "H", "H", "H", "C", "O", "H", "H", "H", "H", "C", "O", "H", "H", "H", "H", "C", "O", "H", "H", "H", "H", "C", "O", "H", "H", "H", "H", "C", "O", "H", "H", "H", "H", "C", "O", "H", "H", "H", "H", "C", "O", "H", "H", "H", "H", "C", "O", "H", "H", "H", "H", "C", "O", "H", "H", "H", "H", "C", "O", "H", "H", "H", "H", "C", "O", "H", "H", "H", "H", "C", "O", "H", "H", "H", "H"], "coordinates": [[-2.6359, -2.2848, -0.3945], [-1.1364, -1.9686, -0.1561], [-0.8894, -2.0371, 1.2919], [-0.3822, -1.0724, 1.9465], [-3.1980, -1.4944, 0.1187], [-2.8172, -3.1698, 0.2371], [-0.4716, -2.6838, -0.6420], [-0.8895, -0.9424, -0.4108], [-1.1688, -2.9404, 1.8353], [-0.3132, -1.3316, 2.9299], [-4.3487, 0.2235, -3.3758], [-2.9622, 0.0061, -3.1853], [-4.4730, 0.9769, -4.1507], [-4.8428, -0.6991, -3.6934], [-4.8130, 0.5834, -2.4529], [-2.8725, -0.6710, -2.4904], [2.2399, -0.6691, -2.1130], [2.8485, -1.3867, -1.0380], [2.8568, -0.7840, -3.0001], [1.2439, -1.0685, -2.3154], [2.1694, 0.3913, -1.8637], [2.2827, -1.2718, -0.2650], [2.1043, -1.1448, 5.4524], [2.2053, -2.2114, 4.5187], [1.2885, -1.3649, 6.1373], [3.0350, -1.0530, 6.0178], [1.8946, -0.2062, 4.9324], [2.9313, -1.9955, 3.9223], [3.2107, 0.6098, -5.4807], [2.5485, 1.5231, -4.6178], [2.4901, -0.1468, -5.7806], [3.5862, 1.1192, -6.3743], [4.0450, 0.1242, -4.9666], [3.1936, 2.1883, -4.3560], [-6.1881, 3.2278, -5.0464], [-6.8758, 2.2107, -4.3214], [-5.2049, 2.8471, -5.3081], [-6.7295, 3.4792, -5.9621], [-6.0707, 4.1260, -4.4367], [-7.7446, 2.5543, -4.0919], [-6.0767, -3.6425, 0.5651], [-5.9558, -2.3806, -0.0677], [-5.4524, -4.3446, 0.0181], [-5.7279, -3.5933, 1.6011], [-7.1154, -3.9947, 0.5465], [-6.5001, -1.7501, 0.4141], [-5.1936, -3.7857, -3.8520], [-3.8425, -3.7524, -3.4391], [-5.2218, -4.0944, -4.8975], [-5.7705, -4.5037, -3.2565], [-5.6557, -2.7973, -3.7625], [-3.8217, -3.4679, -2.5054], [-5.4152, 7.2758, -5.1859], [-5.2792, 6.2189, -6.1291], [-6.2947, 7.0703, -4.5813], [-4.5404, 7.3288, -4.5328], [-5.5487, 8.2355, -5.6930], [-4.4987, 6.4010, -6.6620], [5.6601, -1.2765, 2.3041], [5.0509, -0.3484, 3.2073], [4.9303, -2.0362, 2.0552], [5.9695, -0.7670, 1.3879], [6.5227, -1.7535, 2.7703], [5.7031, 0.3250, 3.4220], [5.0321, -4.8067, 1.0061], [6.0727, -4.2017, 1.7760], [4.1211, -4.2371, 1.1681], [5.2763, -4.7869, -0.0582], [4.8666, -5.8391, 1.3237], [6.8764, -4.7098, 1.6279], [5.3327, 4.0987, -6.1941], [4.8185, 3.9756, -4.8713], [6.3418, 3.6956, -6.1973], [4.7207, 3.5346, -6.9025], [5.3659, 5.1475, -6.4998], [3.9251, 4.3370, -4.8760], [1.0195, 0.4883, 8.5105], [2.4304, 0.2987, 8.6092], [0.8240, 1.2209, 7.7327], [0.5335, -0.4529, 8.2454], [0.6105, 0.8552, 9.4557], [2.5817, -0.3571, 9.2981], [-1.5285, 1.8480, 1.5350], [-2.2097, 3.0276, 1.9992], [-1.6546, 1.0657, 2.2714], [-1.9517, 1.5109, 0.5870], [-0.4624, 2.0478, 1.4117], [-2.0889, 3.7095, 1.3320], [5.8907, 0.3738, 9.1800], [5.4677, 0.2505, 10.5365], [6.9052, -0.0086, 9.1008], [5.2383, -0.2037, 8.5222], [5.8814, 1.4225, 8.8743], [4.5712, 0.5990, 10.5852]], "forces_ev_per_angstrom": [[0.3, 0.1, -0.2], [-0.7, -0.2, 0.3], [0.5, -0.1, 0.3], [0.4, 0.5, 0.5], [-0.2, 0.2, 0.0], [-0.3, -0.3, -0.2], [0.1, 0.0, -0.4], [0.2, 0.1, -0.6], [-0.2, -0.4, -0.2], [0.0, 0.1, 0.1], [0.4, -0.2, 0.2], [0.0, 0.1, 0.1], [0.0, 0.0, 0.0], [-0.1, 0.1, 0.0], [-0.2, 0.0, -0.1], [0.1, -0.2, 0.0], [-0.2, -0.1, 0.4], [0.1, 0.0, 0.0], [0.1, -0.1, 0.1], [0.0, 0.1, -0.1], [-0.1, 0.0, -0.2], [0.0, -0.1, -0.1], [0.3, -0.1, -0.3], [0.0, -0.1, 0.1], [0.0, -0.1, 0.0], [-0.1, 0.2, 0.1], [0.0, 0.1, 0.1], [-0.1, 0.0, 0.0], [0.0, 0.2, 0.2], [0.0, 0.1, -0.1], [0.0, 0.0, 0.0], [0.0, -0.1, -0.1], [0.0, -0.1, -0.1], [0.1, -0.1, 0.1], [-0.4, -0.1, 0.2], [0.0, 0.0, -0.1], [0.0, 0.0, 0.0], [0.1, 0.1, 0.0], [0.1, 0.1, -0.1], [0.1, -0.1, 0.0], [-0.1, 0.3, 0.0], [-0.3, 0.0, -0.1], [0.1, 0.0, 0.0], [0.0, -0.1, 0.0], [0.0, -0.1, 0.0], [0.1, 0.0, 0.0], [0.3, 0.1, 0.3], [-0.3, -0.2, 0.0], [0.0, 0.0, 0.0], [-0.1, 0.0, -0.1], [-0.1, -0.1, 0.0], [0.5, 0.3, 0.0], [0.2, -0.1, -0.2], [0.0, 0.1, 0.0], [0.0, 0.0, 0.0], [-0.1, 0.1, 0.1], [0.0, 0.1, 0.1], [-0.1, -0.1, 0.0], [0.1, 0.5, 0.2], [0.0, -0.1, 0.0], [-0.1, 0.0, 0.0], [0.0, -0.1, -0.1], [0.0, -0.1, -0.1], [-0.1, 0.0, 0.0], [0.2, 0.0, 0.0], [0.0, -0.2, -0.1], [0.0, 0.0, 0.0], [-0.1, 0.0, 0.0], [-0.1, 0.0, 0.0], [-0.1, 0.1, 0.0], [-0.2, 0.0, 0.1], [-0.1, 0.0, -0.1], [0.0, 0.0, 0.1], [0.1, 0.0, -0.1], [0.1, 0.0, -0.1], [0.1, 0.0, 0.1], [0.1, -0.2, 0.2], [0.0, 0.1, 0.2], [0.1, 0.0, 0.0], [-0.1, 0.1, 0.0], [-0.1, 0.0, 0.0], [0.0, 0.0, -0.1], [-0.1, 0.4, -0.1], [0.0, 0.0, 0.0], [0.0, 0.0, 0.0], [0.1, -0.1, 0.0], [0.0, -0.1, 0.0], [0.0, -0.1, 0.0], [-0.3, 0.1, 0.1], [0.0, 0.0, 0.0], [0.0, 0.0, 0.1], [0.1, 0.1, -0.1], [0.0, 0.0, -0.1], [0.1, 0.0, 0.0]]}

Record 2
{"formula": "C17H67B2FINO21P", "method": "the ωB97M-V functional and the def2-TZVPD basis", "largest_force_ev_per_a": 2.71, "total_charge": 1, "energy_ha": -3111.21193, "lumo_energy_ev": -3.1495, "elements": ["C", "C", "C", "C", "C", "C", "C", "F", "C", "C", "B", "O", "O", "B", "C", "O", "C", "P", "C", "C", "C", "N", "C", "I", "C", "C", "H", "H", "H", "H", "H", "H", "H", "H", "H", "H", "H", "H", "H", "H", "H", "H", "H", "H", "H", "H", "H", "H", "H", "H", "H", "H", "H", "H", "H", "H", "H", "O", "H", "H", "O", "H", "H", "O", "H", "H", "O", "H", "H", "O", "H", "H", "O", "H", "H", "O", "H", "H", "O", "H", "H", "O", "H", "H", "O", "H", "H", "O", "H", "H", "O", "H", "H", "O", "H", "H", "O", "H", "H", "O", "H", "H", "O", "H", "H", "O", "H", "H", "O", "H", "H"], "coordinates": [[3.0137, -2.5113, -0.0031], [2.2685, -1.6588, -0.4374], [1.4435, -0.5395, -0.7929], [1.6518, 0.7740, -0.0654], [3.0675, 1.1611, 0.2280], [3.9068, 1.3439, -1.0615], [4.9003, 0.2168, -1.2751], [3.0940, 1.5451, -2.1708], [0.5846, 0.6664, 1.0706], [-0.0480, 1.9559, 1.6189], [0.9074, 2.9887, 2.3385], [0.7756, 4.2996, 2.0029], [1.8085, 2.6644, 3.3377], [0.9695, -0.4059, 2.2346], [2.3431, -0.4826, 2.9571], [0.0079, -1.3444, 2.5975], [-0.4764, -0.0771, 0.2892], [-2.3305, -0.1555, 0.4863], [-2.8184, 0.2803, 2.1981], [-2.8899, 1.2908, -0.5362], [-3.2044, 0.8422, -1.9684], [0.0036, -0.7673, -0.6934], [-0.7553, -1.6465, -1.5959], [0.3878, -2.0369, -3.3922], [-1.0246, -2.9788, -0.8771], [-1.4859, -4.1209, -1.7841], [3.6489, -3.2734, 0.3386], [1.7384, -0.3021, -1.8128], [1.2212, 1.5142, -0.7374], [3.5826, 0.4034, 0.7982], [3.1378, 2.0820, 0.7887], [4.4851, 2.2454, -0.9450], [5.2374, -0.1644, -0.3246], [5.7813, 0.6382, -1.7423], [4.5246, -0.5661, -1.9202], [-0.7541, 1.6607, 2.3900], [-0.5620, 2.4892, 0.8296], [1.1241, 4.7946, 2.7557], [2.6991, 2.5567, 2.9940], [2.8667, -1.3567, 2.5658], [3.0012, 0.3515, 2.7928], [2.2508, -0.6579, 4.0234], [0.2001, -2.2258, 2.2500], [-2.7106, 1.3402, 2.3806], [-2.3495, -0.3295, 2.9542], [-3.8825, 0.0813, 2.2363], [-2.1093, 2.0412, -0.5726], [-3.7543, 1.7159, -0.0379], [-3.4855, -0.2026, -2.0201], [-3.9967, 1.4342, -2.4087], [-2.3301, 1.0133, -2.5858], [-1.6579, -1.1698, -1.9378], [-1.7728, -2.8279, -0.1184], [-0.0836, -3.2759, -0.4258], [-0.6483, -4.7109, -2.1242], [-2.1186, -4.7908, -1.2166], [-2.0644, -3.7738, -2.6291], [-1.9304, -0.3344, -5.9245], [-1.3931, -0.8568, -5.3193], [-1.8786, -0.8020, -6.7645], [-0.4214, 1.5877, -3.6412], [-0.1249, 0.6802, -3.7672], [-0.5376, 1.9352, -4.5329], [0.3129, -1.8032, 5.6126], [-0.1992, -1.0598, 5.9477], [0.1398, -1.7980, 4.6626], [1.7911, -4.1633, 2.4282], [1.8497, -5.1169, 2.3100], [2.0633, -4.0209, 3.3419], [0.6172, 3.9933, -1.6689], [1.2031, 3.4098, -1.1772], [0.6077, 3.6124, -2.5551], [3.5026, 4.2544, -0.1747], [2.9124, 4.9706, 0.1051], [3.3536, 4.2010, -1.1249], [-0.7606, 0.9544, 4.9894], [-0.5520, 1.5890, 5.6876], [0.1039, 0.7026, 4.6407], [-4.4135, 3.2279, 1.3339], [-4.0032, 4.0934, 1.4357], [-5.3584, 3.4163, 1.3477], [-1.6605, -5.0219, -5.3034], [-1.2870, -4.1887, -5.0016], [-2.6169, -4.8917, -5.2648], [-1.6663, 3.7942, 4.2406], [-1.5891, 2.8534, 4.4369], [-1.6971, 3.8286, 3.2792], [-4.5045, -2.1054, -2.3918], [-4.7684, -2.3749, -1.5061], [-5.2249, -2.4186, -2.9535], [5.3637, 0.1147, 3.9159], [5.1973, 0.4091, 4.8163], [5.9577, -0.6404, 4.0193], [-1.1563, 7.0060, 3.3358], [-1.1820, 6.1400, 3.7558], [-1.9250, 7.4640, 3.6885], [-4.3477, -6.1626, -4.0191], [-4.0539, -7.0135, -4.3615], [-4.1100, -6.1888, -3.0877], [6.0917, -2.7062, 3.2665], [6.3275, -3.6334, 3.3695], [6.0543, -2.5737, 2.3144], [-7.2444, -1.0020, -3.2047], [-8.0719, -0.6419, -3.5377], [-6.5796, -0.3448, -3.4342], [1.5301, 6.5580, 0.0544], [1.2312, 6.2004, 0.8963], [0.8348, 6.3162, -0.5687], [0.5477, -7.0358, -6.3484], [-0.1100, -6.4342, -5.9818], [0.4218, -6.9777, -7.2994]], "forces_ev_per_angstrom": [[-1.4, 1.4, -0.9], [1.2, -1.7, 1.7], [1.2, 0.6, -1.8], [-1.0, 0.4, 1.2], [0.5, -0.3, -0.5], [0.5, -0.2, 1.1], [0.2, 0.6, -0.7], [-0.3, -0.1, -0.4], [-0.6, -1.0, -0.2], [1.2, 0.1, 0.2], [0.1, -0.1, -0.3], [-0.5, 0.2, 0.3], [-0.2, -0.4, 0.0], [0.6, 0.0, 0.3], [-0.1, 0.2, -0.3], [-0.3, 0.1, -0.7], [-1.2, 0.4, 0.5], [-0.7, -0.6, 0.2], [0.2, 0.5, -0.4], [0.4, -0.5, -0.4], [0.3, 0.2, 0.1], [0.3, 0.7, -0.2], [0.3, -1.1, 0.2], [-0.2, 0.1, -0.1], [0.4, -0.3, -0.9], [-0.1, 0.1, 0.3], [0.3, -0.5, 0.2], [-0.4, -0.1, -0.3], [0.0, 0.1, -0.2], [-0.1, -0.3, 0.3], [-0.3, 0.3, 0.1], [0.0, 0.4, 0.0], [-0.1, -0.3, 0.3], [0.2, -0.1, -0.3], [-0.2, -0.3, 0.1], [-0.3, 0.1, 0.1], [-0.3, 0.1, -0.2], [0.3, 0.4, -0.1], [0.3, 0.0, 0.2], [0.0, -0.2, 0.0], [0.2, 0.2, 0.1], [-0.1, 0.0, 0.3], [0.1, -0.3, 0.4], [0.0, 0.2, 0.3], [0.3, -0.1, 0.1], [-0.3, -0.1, -0.1], [0.0, 0.4, 0.2], [0.0, -0.1, 0.2], [-0.3, 0.0, -0.1], [-0.3, 0.2, 0.0], [0.1, -0.1, -0.2], [-0.2, 0.2, -0.1], [-0.1, 0.4, 0.4], [0.1, 0.0, 0.4], [0.2, -0.1, -0.3], [-0.2, -0.2, 0.2], [-0.2, 0.1, -0.2], [0.1, 0.0, 0.0], [-0.1, -0.1, 0.0], [0.0, 0.0, 0.0], [0.2, 0.2, 0.1], [0.1, 0.0, -0.2], [-0.1, -0.1, -0.1], [0.2, 0.0, -0.1], [-0.1, -0.1, 0.0], [-0.1, 0.0, 0.0], [0.0, 0.1, 0.0], [-0.1, 0.0, 0.0], [0.0, 0.0, 0.0], [0.0, 0.0, 0.0], [0.1, 0.2, 0.1], [-0.2, -0.1, 0.0], [-0.2, -0.2, 0.1], [0.0, 0.3, -0.2], [0.1, 0.2, 0.0], [0.0, 0.2, 0.0], [0.1, -0.1, 0.1], [0.1, 0.1, 0.1], [-0.1, 0.2, 0.1], [0.0, 0.0, 0.0], [0.0, 0.0, 0.0], [0.0, 0.1, 0.0], [0.0, 0.0, 0.0], [0.0, -0.2, 0.1], [0.1, 0.1, -0.2], [-0.1, -0.2, 0.0], [-0.1, 0.0, -0.1], [0.1, -0.3, 0.0], [0.0, 0.1, 0.0], [-0.1, 0.1, 0.0], [0.1, 0.0, 0.1], [0.0, 0.0, 0.0], [-0.1, -0.1, -0.1], [0.0, -0.2, -0.1], [0.0, 0.0, 0.2], [0.0, 0.1, 0.0], [0.1, 0.1, -0.1], [0.0, 0.0, 0.0], [0.0, 0.0, 0.0], [-0.1, -0.1, -0.1], [0.1, 0.0, 0.1], [0.0, 0.1, 0.0], [0.1, 0.0, 0.0], [0.0, -0.1, 0.0], [0.0, 0.0, 0.0], [0.2, -0.1, 0.0], [-0.3, 0.1, 0.0], [0.1, -0.1, 0.0], [0.0, 0.1, 0.0], [-0.2, 0.0, 0.0], [0.0, 0.0, 0.0]]}

Record 3
{"formula": "C17H6Cl3N4RuS2", "method": "the ωB97M-V functional and the def2-TZVPD basis", "largest_force_ev_per_a": 0.36, "total_charge": 1, "energy_ha": -3141.94042, "lumo_energy_ev": -5.8377, "e_above_lowest_kcal_mol": 4.9, "elements": ["Ru", "S", "C", "C", "C", "C", "N", "C", "C", "C", "S", "C", "N", "H", "H", "N", "C", "C", "C", "C", "C", "C", "C", "H", "H", "H", "H", "Cl", "C", "Cl", "Cl", "C", "N"], "coordinates": [[-0.2501, -0.5802, 0.0343], [1.4319, -1.9256, -0.1527], [2.1702, -0.7851, 0.9539], [3.5017, -0.3711, 0.7674], [4.0634, 0.5593, 1.6055], [5.4213, 0.9772, 1.3961], [6.5007, 1.3201, 1.2111], [3.2986, 1.1265, 2.6568], [1.9922, 0.7485, 2.8428], [1.4051, -0.2181, 2.0055], [-0.2772, -0.6581, 2.1976], [3.8782, 2.1195, 3.5172], [4.3420, 2.9149, 4.2021], [4.0850, -0.7905, -0.0414], [1.4096, 1.1924, 3.6389], [-6.4042, -3.4856, -2.6530], [-5.4377, -3.0232, -2.2406], [-4.2270, -2.4441, -1.7244], [-3.9361, -1.1098, -1.9927], [-2.7685, -0.5476, -1.5025], [-1.8972, -1.3214, -0.7344], [-2.1981, -2.6611, -0.4636], [-3.3579, -3.2243, -0.9609], [-4.6218, -0.5210, -2.5862], [-2.5546, 0.4883, -1.7269], [-1.5269, -3.2623, 0.1376], [-3.5983, -4.2593, -0.7613], [1.5191, 4.3130, -1.2384], [-0.0457, 3.6862, -1.7455], [-1.3698, 4.5939, -1.0227], [-0.1823, 3.6213, -3.4986], [-0.1483, 2.3022, -1.2489], [-0.2171, 1.2252, -0.8723]], "forces_ev_per_angstrom": [[-0.2, 0.3, -0.1], [0.1, -0.2, -0.1], [0.1, 0.0, 0.1], [0.0, -0.1, 0.0], [0.0, 0.0, 0.0], [0.0, 0.0, 0.0], [0.0, 0.0, 0.0], [0.0, 0.0, 0.0], [-0.1, -0.1, 0.0], [0.2, 0.0, 0.1], [-0.1, 0.0, 0.1], [0.1, 0.0, 0.0], [0.0, 0.0, 0.0], [0.0, 0.0, 0.0], [0.0, 0.0, 0.0], [0.0, 0.0, 0.0], [0.0, 0.0, 0.0], [0.0, 0.0, 0.0], [0.0, 0.0, 0.0], [0.0, 0.0, 0.0], [0.0, -0.1, 0.0], [0.0, 0.0, 0.0], [0.0, 0.0, 0.0], [0.0, 0.0, 0.0], [0.0, 0.0, 0.0], [0.0, 0.0, 0.0], [0.0, 0.0, 0.0], [0.0, 0.0, 0.0], [0.0, -0.1, 0.0], [0.0, 0.0, 0.0], [0.0, 0.0, 0.0], [0.1, 0.0, -0.1], [-0.2, 0.0, 0.0]]}